1.
The molecule C3H5NO2S2 in a non-equilibrium geometry. Source: the OMol25 dataset; level of theory: ωB97M-V with the def2-TZVPD basis set.

Geometry (Å):
S1 1.2797 2.2574 -0.5932
S2 -0.8854 -1.2630 0.2490
O1 -3.4337 -0.5638 0.1398
O2 1.6559 -0.4572 -0.0541
N1 -0.0635 1.1425 -0.0773
C1 -2.2661 -0.1065 0.2969
C2 2.1189 -1.7654 0.2788
C3 0.3619 -0.0588 0.1617
H1 3.2989 -1.9079 -0.1269
H2 1.4201 -2.6957 -0.2402
H3 2.3271 1.4068 -0.2916
H4 1.9473 -1.9444 1.3480
H5 -1.9233 0.9850 0.2480

Output
- gap between HOMO and LUMO (eV) = 9.0
- largest force on an atom (eV/A) = 5.03
- spin multiplicity = 1
- HOMO (eV) = -8.822
- structure (SMILES) = CO/C(=N\S)SC=O
- M (Da) = 151.21
- E_LUMO (eV) = 0.1708


2.
The molecule C3H5NO2S2 in a non-equilibrium geometry. Source: the OMol25 dataset; level of theory: ωB97M-V with the def2-TZVPD basis set.

Geometry (Å):
S1 2.8893 -0.1859 -0.0126
S2 0.0288 2.0795 -0.1705
O1 2.4273 0.1149 1.3674
O2 2.6471 -1.5049 -0.5511
N1 0.1937 -0.4973 -0.5975
C1 -1.5170 1.0190 0.1632
C2 -1.0814 -0.4652 0.1218
C3 0.9818 0.5598 -0.6582
H1 -2.2440 1.3203 -0.7580
H2 -0.9785 -0.9739 1.0832
H3 0.4284 -1.4788 -0.7145
H4 -1.8642 1.2318 1.0673
H5 -1.9114 -1.2191 -0.3404

Output
- gap between HOMO and LUMO (eV) = 9.1
- largest force on an atom (eV/A) = 6.06
- spin multiplicity = 1
- HOMO (eV) = -9.216
- structure (SMILES) = O=S(=O)=C1NCCS1
- M (Da) = 151.21
- E_LUMO (eV) = -0.0786


3.
The molecule C3H5NO2S2 in a non-equilibrium geometry. Source: the OMol25 dataset; level of theory: ωB97M-V with the def2-TZVPD basis set.

Geometry (Å):
S1 0.2450 1.9852 -0.3009
S2 -2.9021 -0.9895 -0.1113
O1 -2.5481 1.5883 0.0938
O2 1.2754 -0.9395 -0.6694
N1 -0.0096 -0.6812 -0.5359
C1 2.0739 -0.6800 0.5026
C2 -0.5374 0.4826 -0.2718
C3 -2.0196 0.4158 -0.0966
H1 2.9919 -1.2620 0.2632
H2 1.5257 -1.0370 1.3994
H3 -1.7656 2.2118 -0.0775
H4 2.2422 0.3756 0.5778
H5 -0.5718 -1.4701 -0.7732

Output
- gap between HOMO and LUMO (eV) = 7.8
- largest force on an atom (eV/A) = 1.99
- spin multiplicity = 1
- HOMO (eV) = -9.065
- structure (SMILES) = CONC(=S)C(O)=S
- M (Da) = 151.21
- E_LUMO (eV) = -1.2192


4.
A structure of composition C3H5NO3 in a non-equilibrium geometry. Source: the OMol25 dataset; level of theory: ωB97M-V with the def2-TZVPD basis set.

Geometry (Å):
O1 0.2744 1.4862 1.1495
O2 -3.0242 0.8360 0.0400
O3 0.3832 1.4133 -1.1775
N1 -1.4773 -0.9553 0.0208
C1 -1.9996 0.2739 0.0346
C2 -0.1343 0.8605 0.0071
C3 -0.0359 -0.8109 -0.0371
H1 0.4951 -1.1940 -0.9201
H2 -1.7687 -1.8938 -0.0774
H3 1.2006 1.6059 1.1764
H4 0.4632 -1.2695 1.0022
H5 0.4152 2.4189 -1.1463

Output
- gap between HOMO and LUMO (eV) = 9.1
- largest force on an atom (eV/A) = 4.51
- spin multiplicity = 1
- HOMO (eV) = -8.534
- M (Da) = 103.08
- E_LUMO (eV) = 0.6079


5.
The molecule C3H5NO3 in a non-equilibrium geometry. Source: the OMol25 dataset; level of theory: ωB97M-V with the def2-TZVPD basis set.

Geometry (Å):
O1 -1.4863 0.3311 -0.5248
O2 -0.9121 -0.6846 1.4017
O3 0.5253 1.8012 0.4846
N1 1.2615 0.3348 -1.1880
C1 -1.8073 -0.2109 0.5095
C2 0.6035 0.6967 -0.0089
C3 0.3850 -0.6266 0.7141
H1 0.6810 -0.0648 -1.9162
H2 0.3467 -1.4474 -0.0032
H3 1.3177 -0.7396 1.3037
H4 1.9604 0.9865 -1.4851
H5 -2.8753 -0.3765 0.7126

Output
- gap between HOMO and LUMO (eV) = 10.8
- largest force on an atom (eV/A) = 1.30
- spin multiplicity = 1
- HOMO (eV) = -9.961
- structure (SMILES) = NC(=O)COC=O
- M (Da) = 103.08
- E_LUMO (eV) = 0.8753


6.
The molecule C3H5NO3 in a non-equilibrium geometry. Source: the OMol25 dataset; level of theory: ωB97M-V with the def2-TZVPD basis set.

Geometry (Å):
O1 0.4770 0.5933 -0.7439
O2 -0.1220 -1.0489 0.8167
O3 3.7421 -0.6509 0.0880
N1 1.7222 0.0820 -0.8245
C1 -1.7065 0.6783 0.2745
C2 -0.5912 -0.2471 -0.2619
C3 2.7008 -0.3070 -0.2708
H1 -1.3698 1.3842 1.0965
H2 -2.0667 1.4918 -0.4125
H3 0.8104 -1.3300 0.8188
H4 -0.9663 -0.8740 -1.1106
H5 -2.6300 0.2284 0.5298

Output
- gap between HOMO and LUMO (eV) = 10.6
- largest force on an atom (eV/A) = 3.18
- spin multiplicity = 1
- HOMO (eV) = -10.055
- structure (SMILES) = C[C@H](O)ON=C=O
- M (Da) = 103.08
- E_LUMO (eV) = 0.5623